[1]
Below is one molecule with the formula C2H5BrOS, with properties calculated with ωB97M-V/def2-TZVPD.

XYZ file:
```
10
Properties=species:S:1:pos:R:3:forces:R:3:mulliken_charge:R:1
Br 2.17646 -0.28203 -2.32421 -1.3 0.4 1.1 -0.101
S -0.06449 -1.00288 -0.10886 1.7 -1.3 1.1 0.488
O -1.02901 -1.58782 -1.01446 -1.5 -0.2 -1.0 -0.561
C -0.74078 0.01182 1.21011 0.4 1.4 1.7 -0.909
C 0.83134 0.29665 -0.98987 -1.6 1.8 0.4 -0.571
H 0.21162 0.49412 1.54929 -0.7 -0.4 0.2 0.292
H -1.46158 0.84652 1.13832 0.2 -0.4 -1.0 0.351
H -0.07277 0.90548 -1.39008 2.0 -0.7 -0.2 0.355
H 1.28188 0.88482 -0.15680 0.2 -0.3 -1.1 0.350
H -1.13267 -0.56669 2.08657 0.6 -0.2 -1.1 0.308
```
Forces are in eV/Å.

For the total energy, the calculation gives -3126.5763 a.u. As for the total charge: 0. As for the energy relative to the best compared isomer or geometry (same formula, charge and spin): 35.2 kcal per mole. The value obtained for the frontier orbital gap is 9.486 eV.

[2]
Below is a 2-piece molecular cluster, C21H27Cl2N4O6 overall, with properties calculated with ωB97M-V/def2-TZVPD.

XYZ file:
```
60
Properties=species:S:1:pos:R:3:forces:R:3:mulliken_charge:R:1
Cl -2.87389 4.58539 1.79014 0.0 0.0 0.2 -0.198
Cl -2.38482 -3.34704 2.39318 0.3 -0.2 -0.3 1.613
O -3.39845 -2.33189 2.62885 -0.1 -0.2 -0.1 -0.660
O -1.97743 -3.91378 3.65426 -0.1 0.1 0.0 -0.708
O -2.91662 -4.36921 1.53296 0.0 0.1 0.1 -0.707
O -3.24693 4.85861 -0.74925 0.0 0.4 -0.3 -0.482
O -5.91378 -1.52057 3.58526 0.6 0.7 0.6 -0.430
O -1.24165 -2.71492 1.75958 -0.5 -0.4 0.1 -0.650
N -3.19406 1.00619 2.32206 0.2 0.0 -0.1 -0.499
N 0.23514 -2.77418 -4.75832 0.1 0.0 0.2 -0.708
N -0.84225 -0.35724 3.05908 0.1 0.3 0.1 -0.276
N -4.27190 0.10600 4.19242 0.2 -0.7 -0.5 -0.725
C 3.94591 -0.36892 0.76560 0.4 0.3 -0.2 -0.042
C 1.36240 -1.72559 0.60704 -0.5 0.2 0.2 -1.606
C -5.06371 -0.77517 3.87164 -0.8 -0.1 -0.4 0.781
C -2.05838 1.83614 0.38390 -0.3 0.3 0.1 0.126
C -2.05438 1.07565 1.56556 0.1 0.0 -0.2 0.306
C 1.41763 1.28138 -1.02272 -0.4 0.3 0.0 -0.005
C 5.11342 0.61364 0.65586 -0.2 -0.2 -0.3 -1.466
C 1.04731 1.53834 -2.48750 0.1 -0.7 0.4 -1.572
C -1.92416 -0.42306 3.75210 0.3 0.1 0.2 -0.530
C -0.88374 0.38064 1.90648 0.0 0.0 0.1 -0.354
C 0.18700 0.39192 -3.05620 0.0 0.2 -0.5 -0.525
C -3.17000 4.05943 0.11670 -0.2 -0.2 0.2 0.688
C -3.30128 2.58012 -0.04294 0.2 -0.5 -0.5 -1.401
C 0.23969 1.18129 -0.06846 0.0 0.0 -0.4 1.380
C 1.42173 -0.46537 1.49214 0.7 -0.3 -0.6 0.746
C -0.93657 1.88963 -0.39439 -0.1 -0.2 0.4 -0.538
C -3.10911 0.24997 3.35550 -0.7 0.3 0.6 0.645
C 2.79702 0.26257 1.53736 -0.2 -0.3 0.0 -1.514
C 0.26944 0.41130 1.07343 -0.1 0.1 0.6 -0.237
C 1.10335 -1.84201 -4.03505 -0.3 0.3 -0.4 -0.506
C 0.80615 -0.33923 -4.27370 -0.2 -0.2 0.6 -0.587
H -0.77798 0.79941 -3.35421 -0.1 0.0 0.1 0.426
H 4.29054 -1.28525 1.24235 -0.1 -0.1 0.1 0.450
H 2.67696 1.29354 1.20959 0.1 0.1 0.0 0.408
H -0.71563 -2.63572 -4.43800 -0.1 -0.1 -0.1 0.251
H 2.06145 2.09137 -0.67412 0.2 0.0 0.0 0.378
H 1.98536 0.35722 -1.00355 0.2 0.0 0.2 -0.373
H -1.92529 -1.02571 4.64869 -0.1 0.0 0.1 0.331
H -4.18385 2.19391 0.45794 0.0 0.1 0.4 0.435
H 0.38372 -2.17105 0.79198 0.4 -0.2 -0.1 0.552
H 4.78506 1.48718 0.09298 0.0 0.2 0.1 0.298
H 0.56189 2.50142 -2.61195 0.0 0.1 -0.1 0.510
H 1.73353 0.15388 -4.55856 0.0 0.2 -0.2 0.255
H 2.13984 -2.43767 0.86924 0.1 -0.1 -0.1 0.386
H 5.93819 0.18969 0.08543 0.2 -0.1 0.1 0.406
H 1.99085 1.56247 -3.03037 0.1 0.2 -0.2 0.694
H 1.22988 -0.83378 2.48990 -0.2 0.1 0.1 0.812
H 2.13418 -2.02824 -4.32841 0.1 -0.3 0.1 0.332
H -0.02523 -0.34359 -2.28156 0.0 0.0 0.2 0.362
H 0.25111 -2.56785 -5.74886 0.0 0.0 -0.1 0.254
H 0.10053 -0.26789 -5.09897 0.1 0.0 -0.3 0.407
H -3.44117 2.41434 -1.10968 -0.1 0.1 -0.1 0.355
H 0.98938 -2.06966 -2.97825 0.2 -0.1 0.1 0.238
H 1.38393 -1.49171 -0.45634 0.3 0.0 -0.1 0.133
H 5.45791 0.91804 1.64136 0.1 0.1 0.0 0.347
H 3.66725 -0.63888 -0.25245 -0.2 -0.1 0.0 0.188
H -0.99282 2.48034 -1.29562 0.1 0.1 -0.2 0.414
H 3.11733 0.31414 2.57888 0.0 0.1 0.1 0.390
```
Forces are in eV/Å.

For the total energy, the calculation gives -2407.1170 a.u. As for the total charge: -1. The value obtained for the frontier orbital gap is 8.736 eV.

What did we get for largest force on an atom? Answer: 2.5 1.1 eV/A, in the order shown.